[1]
DFT (ωB97M-V/def2-TZVPD) results for a structure of composition C11H16BClHfN6 at a distorted geometry.

```
36
Properties=species:S:1:pos:R:3
H -1.00 -1.90 2.84
N -1.04 -1.92 0.72
B -1.31 -2.50 -1.75
N -1.50 -2.84 -0.23
C -2.00 -3.91 0.41
Hf -0.36 -0.09 0.10
H -2.39 -4.76 -0.13
C -1.89 -3.70 1.80
H -2.23 -4.35 2.59
C -1.28 -2.46 1.96
H -1.69 -3.39 -2.46
C 1.77 1.96 -0.47
H 1.84 3.04 -0.28
H 0.72 1.72 -0.74
H 2.42 1.65 -1.28
N 0.23 -2.25 -1.97
N -2.06 -1.16 -2.10
N 0.98 -1.28 -1.30
N -1.77 0.04 -1.43
C 1.04 -2.95 -2.77
C -2.98 -0.90 -3.03
H 0.60 -3.73 -3.36
H -3.32 -1.69 -3.69
C 2.33 -2.44 -2.66
C -3.31 0.45 -3.00
C 2.26 -1.39 -1.75
C -2.52 1.04 -2.01
H 3.19 -2.79 -3.18
H -4.02 0.96 -3.63
H 3.02 -0.72 -1.41
H -2.46 2.06 -1.67
H 2.12 1.47 0.42
Cl -0.27 1.11 2.61
C -1.59 1.09 1.50
H -2.46 0.56 1.90
H -1.77 2.06 1.05
```

## Properties
energy above the lowest of the compared OMol25 structures with the same formula, charge and spin	2.51	kcal per mole
HOMO energy	-16.1	eV
HOMO-LUMO gap	8.35	eV
net charge	+2

Results of the Löwdin charge analysis, in e, for atoms 1 through 6: number 1, H, carries 0.1212; number 2, N, carries -0.1493; number 3, B, carries -0.4304; number 4, N, carries 0.0097; number 5, C, carries 0.0220; number 6, Hf, carries 1.6666

[2]
DFT (ωB97M-V/def2-TZVPD) results for a cluster of 10 separate species, C30H44O30 in total at a distorted geometry.

```
104
Properties=species:S:1:pos:R:3
C 1.76 -1.66 -1.43
O 1.40 -0.36 -1.53
C 0.25 -0.01 -0.88
O -0.50 -0.83 -0.35
O 0.17 1.38 -0.81
C -0.87 2.11 -0.17
H 2.82 -1.82 -1.61
H 1.26 -2.31 -2.15
H 1.69 -2.11 -0.44
H -0.74 2.17 0.91
H -1.88 1.77 -0.41
H -0.83 3.16 -0.42
C 5.55 3.45 -6.65
O 4.51 2.56 -6.29
C 3.86 2.65 -5.20
O 4.12 3.44 -4.29
O 2.94 1.61 -5.21
C 2.22 1.25 -4.06
H 5.47 4.39 -6.09
H 5.40 3.80 -7.68
H 6.50 3.06 -6.32
H 1.68 0.30 -4.14
H 1.59 2.00 -3.60
H 2.93 1.06 -3.25
O 3.09 -4.62 -4.27
C 1.88 -4.66 -4.12
O 1.24 -4.98 -2.93
C -0.16 -4.85 -3.20
C -0.26 -5.03 -4.65
O 0.99 -4.50 -5.07
H -0.72 -5.62 -2.68
H -0.60 -3.88 -2.99
H -1.04 -4.35 -5.00
H -0.46 -6.05 -4.97
O -4.82 -2.26 4.01
C -4.50 -1.85 2.87
O -3.44 -2.33 2.24
C -3.36 -1.61 0.93
C -4.60 -0.85 0.82
O -5.16 -0.94 2.14
H -2.51 -0.93 0.83
H -3.22 -2.37 0.17
H -5.35 -1.35 0.20
H -4.42 0.17 0.47
O -3.60 3.51 1.89
C -3.48 2.73 2.79
O -4.40 2.42 3.68
C -4.01 1.35 4.54
C -2.63 0.99 3.96
O -2.42 2.00 2.96
H -3.99 1.91 5.47
H -4.72 0.52 4.63
H -2.57 -0.01 3.51
H -1.75 1.11 4.59
O 1.48 1.51 5.86
C 1.27 2.42 5.09
O 0.55 2.36 3.94
C 0.68 3.43 3.04
C 1.40 4.42 3.93
O 1.89 3.63 5.06
H 1.37 3.20 2.24
H -0.20 3.89 2.57
H 0.72 5.14 4.39
H 2.26 4.82 3.40
O 3.96 1.81 2.29
C 4.36 0.99 1.43
O 5.50 0.25 1.49
C 5.61 -0.54 0.38
C 4.66 0.10 -0.58
O 3.74 0.80 0.29
H 6.57 -0.54 -0.13
H 5.32 -1.58 0.52
H 4.30 -0.73 -1.19
H 5.14 0.80 -1.27
O -2.78 4.64 -1.84
C -3.95 4.26 -1.98
O -4.90 5.12 -2.46
C -6.06 4.45 -2.97
C -5.86 3.08 -2.29
O -4.52 3.03 -2.00
H -6.99 4.85 -2.57
H -5.90 4.48 -4.05
H -6.15 2.27 -2.97
H -6.49 2.97 -1.41
O 3.19 -2.84 1.69
C 2.59 -2.11 2.39
O 1.54 -1.36 2.04
C 1.25 -0.44 3.07
C 1.74 -1.26 4.27
O 2.83 -1.95 3.72
H 1.84 0.46 2.92
H 0.19 -0.20 3.10
H 0.92 -1.91 4.59
H 2.13 -0.76 5.15
O 0.90 -7.00 1.43
C 0.26 -6.00 1.13
O -1.08 -5.89 1.26
C -1.52 -4.63 0.93
C -0.27 -3.89 0.46
O 0.74 -4.90 0.67
H -2.23 -4.63 0.11
H -2.01 -4.10 1.75
H 0.05 -2.99 0.99
H -0.37 -3.67 -0.60
```

## Properties
energy above the lowest of the compared OMol25 structures with the same formula, charge and spin	71.13	kcal per mole
HOMO energy	-10.6	eV
HOMO-LUMO gap	10.38	eV
net charge	0

Results of the Löwdin charge analysis, in e, for atoms 1 through 6: number 1, C, carries -0.0896; number 2, O, carries -0.0039; number 3, C, carries -0.4418; number 4, O, carries 0.0918; number 5, O, carries -0.0057; number 6, C, carries -0.0367

[3]
DFT (ωB97M-V/def2-TZVPD) results for the ion C4H9NOS with charge -1.

```
16
Properties=species:S:1:pos:R:3
C 0.48 -0.86 -1.02
N -0.75 -1.22 -0.40
C -0.97 -2.59 0.19
O -2.24 -2.82 0.44
C 0.72 0.64 -1.02
C 0.55 1.20 0.39
S 0.94 2.90 0.66
H 0.61 -1.22 -2.06
H 1.27 -1.30 -0.40
H -1.62 -0.81 -0.74
H -0.29 -2.59 1.08
H -0.51 -3.30 -0.56
H 0.07 1.19 -1.70
H 1.76 0.83 -1.33
H 1.10 0.56 1.10
H -0.46 1.02 0.76
```

## Properties
energy above the lowest of the compared OMol25 structures with the same formula, charge and spin	26.37	kcal per mole
HOMO energy (alpha / beta)	-2.6 / -2.5	eV
multiplicity	2
HOMO-LUMO gap (alpha / beta)	5.64 / 3.46	eV
net charge	-1

Results of the Löwdin charge analysis, in e, for atoms 1 through 6: number 1, C, carries -0.3088; number 2, N, carries -0.0855; number 3, C, carries -0.6041; number 4, O, carries -0.3214; number 5, C, carries -0.2915; number 6, C, carries -0.7327

[4]
DFT (ωB97M-V/def2-TZVPD) results for a cluster of 2 separate species, C2H3INO2S in total at a distorted geometry.

```
10
Properties=species:S:1:pos:R:3
C -0.13 0.74 -1.75
C -0.06 0.06 -0.49
N 0.00 1.59 -2.50
O -2.03 1.63 1.16
O -3.98 2.36 -0.17
S -2.83 1.45 -0.07
I -3.66 -1.00 0.28
H -1.00 -0.42 -0.30
H 0.07 0.67 0.31
H 0.89 -0.59 -0.69
```

## Properties
HOMO energy (alpha / beta)	-1.8 / -5.4	eV
multiplicity	3
HOMO-LUMO gap (alpha / beta)	4.94 / 6.92	eV
net charge	-1

Results of the Löwdin charge analysis, in e, for atoms 1 through 6: number 1, C, carries -0.3424; number 2, C, carries -0.1331; number 3, N, carries 0.1256; number 4, O, carries -0.5916; number 5, O, carries -0.5796; number 6, S, carries 0.2601

[5]
DFT (ωB97M-V/def2-TZVPD) results for a cluster of 2 separate species, C5H10O in total.

```
16
Properties=species:S:1:pos:R:3
C -0.52 -1.54 -0.76
C -0.15 -0.34 -1.20
C 1.21 0.25 -0.99
C 1.17 1.40 0.03
H 0.18 -2.20 -0.25
H -1.54 -1.90 -0.87
H -0.88 0.29 -1.71
H 1.62 0.63 -1.93
H 1.90 -0.53 -0.63
H 0.70 1.06 0.96
H 2.17 1.76 0.28
H 0.59 2.25 -0.35
C -1.53 -0.16 1.87
O -2.47 -0.91 1.84
H -1.59 0.89 1.53
H -0.53 -0.47 2.26
```

## Properties
energy above the lowest of the compared OMol25 structures with the same formula, charge and spin	39.71	kcal per mole
HOMO energy	-9.8	eV
HOMO-LUMO gap	10.65	eV
net charge	0

Results of the Löwdin charge analysis, in e, for atoms 1 through 6: number 1, C, carries -0.0171; number 2, C, carries -0.2081; number 3, C, carries -0.2687; number 4, C, carries -0.1104; number 5, H, carries 0.0664; number 6, H, carries 0.0592

[6]
DFT (ωB97M-V/def2-TZVPD) results for a cluster of 3 separate species, C3H8NOS in total at a distorted geometry.

```
14
Properties=species:S:1:pos:R:3
C 1.18 -0.43 -0.56
C 2.25 -0.01 0.22
S 4.30 0.30 -1.72
N -0.01 -0.62 0.00
C -0.78 0.45 0.77
O -2.03 0.04 0.88
H 1.31 -0.55 -1.63
H -5.40 -0.40 0.26
H 3.23 -0.26 -0.24
H 2.28 0.96 0.70
H -4.69 -0.40 0.02
H -0.66 -1.10 -0.60
H -0.71 1.39 0.16
H -0.28 0.64 1.73
```

## Properties
energy above the lowest of the compared OMol25 structures with the same formula, charge and spin	150.26	kcal per mole
HOMO energy	-3.8	eV
HOMO-LUMO gap	5.27	eV
net charge	-1

Results of the Löwdin charge analysis, in e, for atoms 1 through 6: number 1, C, carries -0.2393; number 2, C, carries -0.0706; number 3, S, carries -0.1274; number 4, N, carries 0.0202; number 5, C, carries -0.5136; number 6, O, carries -0.3230

Going through the records in order, we get DFT total energy values of -1289.8724, -3426.7032, -685.9305, -979.1007, -271.6893, -647.1001 a.u..